Below is 10 unconnected molecules or ions with the total composition C23H48BBr18IN3O3 at a distorted geometry, with properties calculated with ωB97M-V/def2-TZVPD.

Geometry (Å):
1 H 0.556652 0.675658 7.056270
2 H 0.090600 -0.815347 6.214967
3 H 5.092722 0.135114 7.998021
4 H 6.143981 -3.121949 -3.880731
5 O -6.880098 -2.634074 -0.681325
6 C 0.482348 10.912458 -0.120313
7 H -6.897029 0.128843 0.406560
8 H 4.845645 9.261369 -3.829266
9 C 5.861578 -1.863573 8.024401
10 C 0.562928 9.411162 -0.037745
11 Br 4.720420 -5.609197 -4.562367
12 Br 1.202105 11.570263 -1.799602
13 C -1.135812 3.926343 -5.170497
14 C -1.198466 -2.374851 3.911955
15 H 6.449233 -1.670523 7.130080
16 H 0.647073 2.839190 -4.596901
17 Br 3.552169 -5.312698 -1.166114
18 C 3.343997 -5.690691 0.731226
19 H -2.616526 0.698760 -2.710596
20 H -1.678251 3.151792 -5.707925
21 H -7.423519 0.021779 -2.227203
22 Br 1.178588 -7.553492 0.520116
23 Br -0.577011 -4.054693 1.667848
24 H 1.525960 9.034439 -0.366654
25 O -2.588739 -0.422579 -0.219041
26 H 3.494702 10.412248 -3.865344
27 C 3.744453 9.322663 -5.693932
28 Br 7.081545 -3.284603 -6.174156
29 C 5.517808 -0.568323 8.710626
30 C -3.888265 -6.835096 0.800114
31 H -5.868657 1.303301 -1.373672
32 Br 6.962698 -3.006285 9.143359
33 H 1.091226 11.364540 0.658625
34 C 6.574064 -5.226392 -4.122129
35 I -4.864843 -1.076091 -5.016907
36 H 7.181122 -5.870270 -4.748811
37 H -4.600153 1.036257 -0.202995
38 H 2.718033 9.239550 -6.034073
39 B -3.360675 -1.043917 -1.157914
40 C -5.274800 0.533555 -0.888235
41 Br 2.688936 8.148183 -3.307525
42 O -3.867772 1.679060 -4.943227
43 Br -0.776543 8.541733 -1.148460
44 H -8.434055 -1.290954 -2.235210
45 H -0.534351 11.282526 -0.048757
46 Br 4.160741 -0.810034 10.085247
47 H 3.111331 -7.359283 2.048540
48 H 4.979589 -2.438510 7.761506
49 H -4.975024 -0.806849 -2.479845
50 H 4.218925 10.177891 -6.168477
51 Br 0.756438 0.966263 4.607937
52 H 3.643246 -7.816586 0.418074
53 H 2.993561 0.148913 6.341486
54 H -0.219554 -2.690568 4.258696
55 H -3.916708 1.833333 -2.450301
56 C -1.311819 -2.416253 2.413879
57 Br -4.702702 -6.551367 3.535056
58 Br 2.596056 -2.115782 5.398617
59 H 6.690619 -5.514677 -3.079650
60 C 0.837558 -0.031095 6.279889
61 H 4.294269 -5.431195 1.191649
62 H -3.393580 -2.641769 -2.448336
63 H -2.548570 -2.856540 -1.030070
64 H -3.993154 -7.373255 -0.138625
65 H -0.729388 -1.608692 1.976530
66 N -3.345233 -2.400734 -1.465081
67 C -3.692746 0.825102 -2.781516
68 H 6.373666 -0.114854 9.198010
69 Br -2.505970 -3.523456 4.771400
70 H -5.962781 -6.732393 1.404135
71 H -2.342121 -2.354690 2.075957
72 C 0.347970 3.679681 -5.214501
73 C -6.139035 -0.451944 -0.118148
74 H -5.583683 -0.990719 0.643413
75 Br -1.821974 3.876735 -3.345497
76 H -1.404890 -1.370031 4.274473
77 C 2.213299 -0.579952 6.532887
78 H 2.296691 -0.945822 7.553304
79 H 0.664549 3.506689 -6.240377
80 H -2.916595 -7.046210 1.235436
81 H 2.568967 -5.025262 1.097917
82 C 6.905816 -3.769748 -4.300305
83 H 0.364236 9.077027 0.977588
84 H -1.732249 -0.117648 -0.537443
85 H -5.135808 -8.252231 1.799651
86 H 7.867772 -3.544070 -3.846822
87 N -7.475831 -0.982616 -2.134645
88 Br 4.682383 7.757514 -6.365482
89 Br 1.350546 5.221178 -4.596531
90 N -4.412455 -0.163375 -1.906433
91 C 3.018939 -7.137518 0.988258
92 C 3.840459 9.435342 -4.196913
93 H -1.405782 4.899451 -5.565250
94 C -5.025292 -7.173373 1.724959
95 Br -3.878307 -4.950352 0.308989
96 C -6.869387 -1.467554 -0.975509
97 C -4.064684 0.751722 -4.251319

Atoms 1-3, force components in eV/Å:
H 0.0 0.0 0.0
H 0.0 0.0 0.0
H 0.0 0.0 0.0

charge = +1
Kohn-Sham gap = 8.0442 eV
HOMO energy = -11.183 eV